Entry 1:
A structure of composition C23H25N5O6PdS, computed with ωB97M-V/def2-TZVPD.

Structure (ORCA input):
```
! RIJCOSX wB97M-V def2-TZVPD def2/J DEFGRID3
* xyz -2 1
Pd 0.1770 0.6510 0.6958
O -1.7905 -2.4983 4.6360
C -1.9048 -3.3240 3.5492
C -2.3829 -4.6166 3.7239
C -2.4907 -5.4996 2.6564
C -2.1061 -5.0722 1.3963
C -1.6257 -3.7821 1.2232
C -1.5176 -2.8654 2.2753
C -1.0061 -1.5145 1.9872
O -0.2962 -1.3647 0.8584
N -1.3156 -0.5213 2.7618
N -0.9440 0.6612 2.2356
C -0.9275 1.8417 2.9684
C -0.2892 2.8859 2.3805
C -0.2345 4.2582 2.8363
C 0.3822 5.2105 2.1014
C 0.9894 4.8793 0.8396
C 0.9446 3.5656 0.4448
N 0.3892 2.5855 1.1631
H -2.0503 -3.0086 5.4095
H -2.6694 -4.9343 4.7240
H -2.8668 -6.5031 2.8180
H -2.1771 -5.7317 0.5401
H -1.3374 -3.4577 0.2335
H -1.4470 1.8855 3.9166
H -0.7119 4.5045 3.7789
H 0.4109 6.2341 2.4631
H 1.4812 5.6213 0.2261
H 1.3922 3.2345 -0.4884
C -0.8500 3.5612 -3.1830
C -0.8231 2.0585 -3.2325
C 0.0310 1.3815 -4.0928
C 0.1517 0.0014 -4.0377
C -0.6088 -0.7060 -3.1226
C -1.5004 -0.0535 -2.2797
C -1.6016 1.3228 -2.3415
S -0.3167 -2.4281 -2.8647
O 0.4355 -2.9256 -3.9905
O -1.5878 -3.0232 -2.5380
N 0.6070 -2.5501 -1.5493
C 2.0623 -2.3950 -1.5843
C 2.5663 -1.2354 -0.7259
C 2.3495 0.1218 -1.4049
O 3.1428 0.4370 -2.3038
O 1.3385 0.8136 -1.0586
H -0.3121 3.9958 -4.0266
H -0.3735 3.9077 -2.2624
H -1.8729 3.9443 -3.1884
H 0.6632 1.9439 -4.7702
H 0.8616 -0.5230 -4.6626
H -2.0593 -0.6177 -1.5454
H -2.2477 1.8404 -1.6416
H 0.1421 -2.2068 -0.6896
H 2.3813 -2.2702 -2.6193
H 2.5028 -3.3283 -1.2205
H 3.6427 -1.3624 -0.5931
H 2.0805 -1.2691 0.2516
N 4.0594 2.0778 0.8652
H 3.5184 2.9365 0.9204
H 4.1001 1.8501 -0.1261
H 3.4417 1.3752 1.2638
*
```

Properties
Energy relative to the best compared isomer or geometry (same formula, charge and spin) (kcal/mol): 7.27
Frontier orbital gap (eV): 4.1

---

Entry 2:
A cluster of 4 separate species, C15H36N7O3 in total in a non-equilibrium geometry, computed with ωB97M-V/def2-TZVPD.

Structure (ORCA input):
```
! RIJCOSX wB97M-V def2-TZVPD def2/J DEFGRID3
* xyz 1 1
C -0.9490 -4.3042 1.6743
C -1.5315 -3.2083 0.5741
C -3.1650 -3.2422 0.6716
C -3.5545 -2.3920 2.0589
C -5.0890 -2.6504 2.5708
N -6.1723 -2.1074 1.6674
N -3.2088 -0.9512 1.7554
C -1.7726 -0.8050 1.3137
N -1.1916 0.4542 1.5155
N -0.8977 -1.8431 0.6608
H -1.7675 -4.5568 2.5059
H -0.7596 -5.3369 1.1169
H 0.0641 -3.9475 2.1540
H -1.2380 -3.6592 -0.4919
H -3.6436 -4.3119 0.6461
H -3.5764 -2.5686 -0.2222
H -2.8449 -2.7162 2.9628
H -5.2536 -2.2855 3.6948
H -5.2408 -3.8313 2.6084
H -6.7614 -1.3910 2.1483
H -5.8135 -1.7828 0.7431
H -3.4476 -0.3359 2.5660
H -0.5813 0.5542 2.3739
H -1.3720 1.2759 0.8943
H -0.0199 -1.8691 1.2604
C -0.8314 3.7670 -1.4257
O -0.7722 3.8758 -0.2072
N 0.1290 3.1820 -2.2232
C -0.0141 3.0911 -3.6617
C 1.3211 2.6396 -1.6048
H -1.6946 4.1455 -1.9979
H 0.0058 2.0372 -3.9537
H 0.8191 3.6187 -4.1345
H -0.9558 3.5375 -3.9930
H 1.0296 1.8659 -0.8879
H 1.8392 3.4400 -1.0678
H 1.9871 2.2108 -2.3585
C 1.6679 6.2026 -5.4090
O 1.0631 5.1397 -5.3425
N 2.2795 6.8415 -4.3516
C 2.9777 8.1006 -4.5108
C 2.2236 6.2360 -3.0371
H 1.7715 6.7493 -6.3610
H 4.0214 7.9670 -4.2124
H 2.5059 8.8507 -3.8698
H 2.9422 8.4422 -5.5490
H 2.6845 5.2445 -3.0820
H 1.1760 6.1241 -2.7409
H 2.7494 6.8535 -2.3038
C 2.8132 -4.0267 2.3606
O 2.1879 -4.1310 1.3126
N 3.2047 -5.0755 3.1651
C 3.9442 -4.8706 4.3936
C 2.8668 -6.4277 2.7713
H 3.1216 -3.0437 2.7535
H 4.9009 -5.3958 4.3229
H 3.3642 -5.2753 5.2278
H 4.1306 -3.8074 4.5686
H 3.3085 -6.6339 1.7915
H 1.7788 -6.5141 2.6922
H 3.2412 -7.1488 3.5029
*
```

Properties
Frontier orbital gap (eV): 6.5

---

Entry 3:
A cluster of 2 separate species, C3HOS in total in a non-equilibrium geometry, computed with ωB97M-V/def2-TZVPD.

Structure (ORCA input):
```
! RIJCOSX wB97M-V def2-TZVPD def2/J DEFGRID3
* xyz -1 1
C 0.6419 -0.5161 0.0001
C -0.5287 0.1748 -0.1410
C 0.7153 0.8926 -0.0069
O 1.4213 1.8767 0.0539
S -3.4390 -0.9964 0.0263
H 1.1891 -1.4316 0.0676
*
```

Properties
Energy relative to the best compared isomer or geometry (same formula, charge and spin) (kcal/mol): 89.49
Frontier orbital gap (alpha / beta) (eV): 5.5 / 6.9

---

Entry 4:
The ion C5H13N2 with charge +1 in a non-equilibrium geometry, computed with ωB97M-V/def2-TZVPD.

Structure (ORCA input):
```
! RIJCOSX wB97M-V def2-TZVPD def2/J DEFGRID3
* xyz 1 1
C -0.6556 0.1710 -2.4696
C 0.3831 -0.1346 -1.4129
C -0.3923 -0.0464 -0.0182
C 0.3229 -0.2220 1.2077
C 0.6673 0.8874 2.0924
N -0.4039 0.9036 3.0643
N 0.9705 -1.4203 -1.7056
H -0.2785 -0.0315 -3.4660
H -0.8855 1.2349 -2.4707
H -1.5656 -0.4161 -2.3319
H 1.2144 0.5670 -1.5023
H -1.0425 -0.9305 -0.0943
H -1.1209 0.7671 -0.0208
H 0.4100 -1.2568 1.5354
H 0.7078 1.8160 1.5506
H -0.4677 0.0397 3.5846
H -1.2792 1.2939 2.7423
H 1.4987 -1.8082 -0.9323
H 1.6216 0.7251 2.5901
H 0.2954 -2.1392 -1.9427
*
```

Properties
Energy relative to the best compared isomer or geometry (same formula, charge and spin) (kcal/mol): 89.03
Frontier orbital gap (eV): 7.1

---

Entry 5:
A structure of composition C16H11BrNO3PdS2Te, computed with ωB97M-V/def2-TZVPD.

Structure (ORCA input):
```
! RIJCOSX wB97M-V def2-TZVPD def2/J DEFGRID3
* xyz 1 5
Pd -0.8974 -0.0825 0.0030
O -1.4999 -2.7620 -1.9508
C -0.5906 -1.9171 -2.0722
O -0.7814 -0.6607 -2.1634
C 0.8301 -2.4089 -2.0579
C 1.1437 -3.5620 -2.7504
C 2.4573 -4.0188 -2.7961
C 3.4668 -3.3257 -2.1338
C 3.1681 -2.1865 -1.4201
C 1.8421 -1.7120 -1.3547
S 1.5573 -0.3337 -0.3669
H 0.3507 -4.0900 -3.2615
H 2.6916 -4.9191 -3.3483
H 4.4869 -3.6821 -2.1817
H 3.9409 -1.6530 -0.8827
O 1.1383 1.6808 5.7097
C 0.6678 1.4862 4.4816
C 0.6549 2.4646 3.4843
C 0.1304 2.1541 2.2500
N -0.3663 0.9493 1.9565
C -0.3225 0.0244 2.9115
Br -0.9805 -1.6793 2.3620
C 0.1606 0.2190 4.1781
H 1.4721 2.5755 5.8375
H 1.0506 3.4539 3.6746
H 0.0886 2.8882 1.4557
H 0.1603 -0.5677 4.9184
Te -3.2468 -1.2513 -0.8278
C -3.9418 0.6877 -0.4892
C -5.1861 1.1820 -0.1867
C -5.1792 2.5723 0.0595
C -3.9369 3.1280 -0.0443
S -2.7550 1.9631 -0.4496
H -6.0719 0.5640 -0.1457
H -6.0642 3.1491 0.2853
H -3.6556 4.1615 0.0846
*
```

Properties
Energy relative to the best compared isomer or geometry (same formula, charge and spin) (kcal/mol): 8.00
Frontier orbital gap (alpha / beta) (eV): 8.9 / 6.1

---

Entry 6:
A structure of composition C26H55BFI2N2O6S, computed with ωB97M-V/def2-TZVPD.

Structure (ORCA input):
```
! RIJCOSX wB97M-V def2-TZVPD def2/J DEFGRID3
* xyz -1 1
C -1.5905 -2.0510 2.3196
C -0.8404 -0.7457 2.5800
O -1.3025 0.2795 1.7220
C -1.5858 1.5663 2.2706
C -2.7164 1.5230 3.3230
C -4.0737 0.9620 2.9248
C -4.8237 1.7251 1.8505
F -3.9718 -0.3888 2.5363
O -1.9732 2.3416 1.1945
B -1.5099 3.7384 1.3838
C -2.7116 4.7635 1.9093
I -4.0110 5.2354 0.3222
C -2.8906 5.2942 3.1089
C -1.9737 5.0563 4.2885
I -4.4733 6.6167 3.6186
O -0.3873 3.6090 2.3382
C -0.3422 2.3146 2.8746
C 1.0366 1.7438 2.5659
C 1.2964 1.5664 1.0573
C 2.7105 2.0094 0.6301
C 3.6262 0.8470 0.2138
S 3.5485 0.5653 -1.5272
O 2.1982 0.5432 -2.0021
O 4.5048 1.4074 -2.1798
O 4.0836 -0.9494 -1.5763
H -2.0301 -2.0091 1.3233
H -0.9247 -2.9128 2.4044
H -2.4161 -2.1829 3.0178
H -0.9117 -0.4551 3.6329
H 0.2270 -0.9103 2.3839
H -2.8982 2.5596 3.6165
H -2.3750 1.0056 4.2275
H -4.6871 0.9439 3.8338
H -4.5397 1.3536 0.8668
H -4.5565 2.7786 1.8802
H -5.9021 1.6349 1.9931
H -1.1311 4.1962 0.2999
H -2.0939 5.8386 5.0363
H -2.2015 4.1122 4.7910
H -0.9380 5.0389 3.9544
H -0.4839 2.3866 3.9664
H 1.7655 2.4426 2.9855
H 1.1833 0.7954 3.0878
H 0.5484 2.1048 0.4788
H 1.1747 0.5119 0.7977
H 2.6253 2.7026 -0.2108
H 3.2129 2.5579 1.4277
H 3.3577 -0.0873 0.7072
H 4.6789 1.0429 0.4205
H 3.5953 -1.3970 -2.2899
C 9.2054 -0.4465 -8.0986
C 8.3806 -0.4804 -6.8205
N 8.3966 0.7776 -6.0979
C 7.8596 0.6758 -4.7486
C 6.3790 0.3235 -4.5777
C 7.9794 1.9437 -6.8591
C 6.5824 1.9262 -7.4936
H 10.2249 -0.1183 -7.8901
H 9.2475 -1.4446 -8.5373
H 8.7761 0.2204 -8.8471
H 8.8013 -1.2369 -6.1519
H 7.3625 -0.8230 -7.0675
H 8.0600 1.6221 -4.2390
H 8.4588 -0.0762 -4.2247
H 5.7229 1.1558 -4.8236
H 6.1831 0.0696 -3.5367
H 6.0965 -0.5350 -5.1911
H 8.7135 2.1092 -7.6520
H 8.0674 2.8103 -6.1993
H 6.3787 0.9788 -7.9955
H 6.5111 2.7156 -8.2448
H 5.7934 2.0976 -6.7639
C -6.5748 -2.1054 1.5924
C -7.0564 -3.5374 1.7637
N -6.0238 -4.5172 1.4677
C -6.5215 -5.8741 1.3667
C -7.1081 -6.5285 2.6252
C -4.7722 -4.3442 2.1895
C -4.8211 -4.3535 3.7229
H -6.1550 -1.9520 0.5976
H -7.4097 -1.4143 1.7214
H -5.8149 -1.8359 2.3223
H -7.8847 -3.7277 1.0741
H -7.4722 -3.6491 2.7794
H -5.7101 -6.5013 0.9854
H -7.2925 -5.8764 0.5890
H -6.3352 -6.8038 3.3419
H -7.6393 -7.4426 2.3500
H -7.8210 -5.8724 3.1260
H -4.3280 -3.4000 1.8710
H -4.0842 -5.1199 1.8417
H -5.6376 -3.7374 4.1029
H -3.8913 -3.9399 4.1174
H -4.9335 -5.3575 4.1323
*
```

Properties
Frontier orbital gap (eV): 7.4